1.
A structure of composition C30H34AlNO9, computed with ωB97M-V with the def2-TZVPD basis set.

Positions of all 75 atoms, in Å:
C  -2.542  -0.834  -3.721
C  -2.078  0.083  -2.580
C  -1.464  -1.915  -3.909
C  -0.209  -1.457  -3.083
H  -1.219  -1.962  -4.977
H  -1.860  -2.900  -3.621
C  -0.558  0.056  -2.625
H  -2.450  -0.348  -1.638
H  -2.522  1.082  -2.691
C  0.035  0.872  -1.455
H  -0.262  0.634  -3.520
H  0.624  -1.370  -3.803
C  0.220  -2.424  -2.084
C  -3.917  -1.429  -3.449
C  -2.783  -0.120  -5.050
O  -2.456  -0.561  -6.144
O  -4.295  -1.799  -2.344
O  -4.682  -1.477  -4.552
O  -3.442  1.044  -4.946
C  -3.805  1.500  -6.255
H  -4.369  2.417  -6.103
H  -4.414  0.727  -6.738
H  -2.904  1.671  -6.854
C  -5.972  -2.042  -4.325
H  -5.883  -3.036  -3.871
H  -6.423  -2.101  -5.312
H  -6.566  -1.398  -3.665
O  0.662  0.211  -0.389
H  -0.776  1.483  -1.023
H  0.775  1.583  -1.861
C  1.668  -2.605  -1.856
C  -0.738  -3.049  -1.170
H  -0.905  -4.110  -1.435
H  -1.722  -2.559  -1.191
H  -0.366  -3.041  -0.132
H  1.900  -2.829  -0.804
H  2.226  -1.699  -2.138
H  2.069  -3.436  -2.465
Al  0.947  0.292  1.259
C  3.078  2.459  1.801
C  2.457  2.315  0.520
C  1.347  3.227  0.481
H  2.865  1.748  -0.317
C  1.248  3.854  1.744
C  2.328  3.395  2.555
H  2.546  3.711  3.574
H  4.005  1.974  2.105
H  0.750  3.449  -0.400
H  0.499  4.589  2.033
C  -0.501  -0.942  2.203
C  -0.180  0.294  2.954
C  -1.149  1.288  2.546
H  0.383  0.324  3.891
C  -2.071  0.676  1.668
C  -1.710  -0.678  1.479
H  -2.322  -1.431  0.984
H  -0.095  -1.934  2.422
H  -1.182  2.305  2.929
H  -2.985  1.137  1.292
O  2.524  -2.313  3.213
C  2.695  -1.106  3.097
O  2.406  -0.396  2.002
C  3.285  -0.325  4.256
C  2.811  0.935  4.667
C  3.364  1.609  5.750
C  4.392  0.995  6.488
C  4.861  -0.289  6.120
C  4.305  -0.931  5.019
N  4.927  1.672  7.620
O  4.480  2.809  7.906
O  5.820  1.106  8.291
H  1.982  1.414  4.150
H  3.003  2.600  6.034
H  5.651  -0.763  6.701
H  4.642  -1.928  4.745

Calculated values
Multiplicity: 1
E in eV: -58174.7228
Energy relative to the best compared isomer or geometry (same formula, charge and spin) in kJ/mol: 0.0
HOMO energy (spin up / spin down) in eV: -1.68 / 0.49
HOMO-LUMO gap (spin up / spin down) in eV: 4.86 / 2.70
Largest force on an atom in eV Å⁻¹: 2.6
Total charge: -2


2.
A structure of composition C30H34Cl2MoN5O3P2S4, computed with ωB97M-V with the def2-TZVPD basis set.

Positions of all 81 atoms, in Å:
Mo  0.303  -1.212  -0.155
O  0.844  -3.550  1.395
N  -0.048  -2.467  1.364
C  -0.974  -2.636  2.281
C  -2.051  -1.793  2.666
C  -3.027  -2.349  3.522
C  -4.079  -1.605  4.000
C  -4.174  -0.252  3.685
C  -3.233  0.320  2.851
C  -2.201  -0.438  2.304
P  -0.974  0.390  1.269
C  -0.165  1.342  2.600
C  0.575  0.590  3.512
C  1.176  1.202  4.595
C  1.035  2.568  4.779
C  0.278  3.312  3.890
C  -0.334  2.706  2.805
C  -1.919  1.598  0.290
C  -3.262  1.385  -0.022
C  -3.912  2.215  -0.915
C  -3.233  3.269  -1.506
C  -1.903  3.498  -1.189
C  -1.240  2.660  -0.307
H  0.672  -4.110  0.612
H  -0.910  -3.586  2.809
H  -2.935  -3.387  3.796
H  -4.818  -2.067  4.636
H  -4.970  0.348  4.097
H  -3.291  1.374  2.614
H  0.681  -0.477  3.358
H  1.752  0.616  5.296
H  1.504  3.050  5.623
H  0.148  4.371  4.051
H  -0.937  3.300  2.132
H  -3.800  0.561  0.423
H  -4.949  2.034  -1.151
H  -3.749  3.921  -2.196
H  -1.381  4.334  -1.630
H  -0.193  2.818  -0.086
C  4.377  1.386  0.489
C  3.371  0.401  -0.019
S  1.683  0.787  0.302
C  3.675  -0.697  -0.737
C  5.062  -1.070  -1.168
S  2.418  -1.876  -1.104
H  3.916  2.003  1.254
H  4.741  2.029  -0.311
H  5.232  0.872  0.922
H  5.634  -0.191  -1.454
H  5.020  -1.764  -2.002
H  5.583  -1.567  -0.351
S  0.017  -3.522  -1.389
C  -1.357  -3.387  -2.394
C  -1.565  -4.388  -3.358
N  -1.737  -5.208  -4.140
C  -2.172  -2.293  -2.291
S  -1.950  -1.081  -1.046
C  -3.006  -1.729  -3.234
N  -3.540  -0.961  -3.921
N  2.619  1.162  -2.861
C  1.990  0.735  -4.121
P  0.291  0.132  -3.525
O  0.270  -1.330  -3.392
O  0.030  0.995  -2.319
C  -0.942  0.729  -4.818
N  -2.104  1.198  -4.045
H  3.025  0.353  -2.321
H  1.814  1.482  -2.252
H  3.332  1.888  -2.954
H  2.549  -0.074  -4.585
H  1.925  1.573  -4.811
H  -1.210  -0.119  -5.446
H  -0.538  1.526  -5.437
H  -1.750  1.389  -3.082
H  -2.839  0.379  -3.994
H  -2.553  2.030  -4.426
Cl  2.965  -1.614  2.333
C  3.635  -3.231  2.563
Cl  4.873  -3.594  1.357
H  2.813  -3.936  2.443
H  4.093  -3.270  3.548

Calculated values
Multiplicity: 1
E in eV: -134069.0074
Energy relative to the best compared isomer or geometry (same formula, charge and spin) in kJ/mol: 193.1
HOMO energy (spin up / spin down) in eV: -9.88 / -9.86
HOMO-LUMO gap (spin up / spin down) in eV: 5.94 / 5.78
Largest force on an atom in eV Å⁻¹: 2.6
Total charge: +1


3.
A structure of composition C30H34N3O7PSe4Zr, computed with ωB97M-V with the def2-TZVPD basis set.

Positions of all 80 atoms, in Å:
Zr  0.159  -0.351  -1.624
O  -3.388  0.022  2.879
C  -3.744  -1.116  2.249
C  -4.674  -1.943  2.875
C  -5.080  -3.119  2.270
C  -4.568  -3.495  1.032
C  -3.634  -2.686  0.410
C  -3.207  -1.500  1.007
C  -2.173  -0.697  0.325
O  -1.565  -1.202  -0.691
N  -1.900  0.492  0.803
N  -0.849  1.060  0.096
C  -0.630  2.295  0.354
C  0.447  3.069  -0.222
C  0.471  4.453  -0.025
C  1.495  5.226  -0.530
C  2.524  4.602  -1.237
C  2.533  3.237  -1.433
C  1.489  2.442  -0.937
O  1.500  1.143  -1.119
H  -2.767  0.501  2.275
H  -5.069  -1.634  3.834
H  -5.810  -3.747  2.768
H  -4.894  -4.407  0.551
H  -3.230  -2.950  -0.563
H  -1.303  2.796  1.051
H  -0.347  4.915  0.518
H  1.489  6.300  -0.399
H  3.325  5.201  -1.655
H  3.310  2.749  -2.006
Se  -0.885  -2.153  -3.710
Se  -2.747  -3.417  -3.237
Se  2.865  -3.201  -3.320
Se  0.833  -2.984  -2.262
O  -2.047  5.523  -5.124
C  -2.781  4.935  -4.311
O  -3.894  5.250  -3.846
C  -2.217  3.591  -3.775
C  -2.948  2.828  -2.870
C  -2.408  1.665  -2.359
N  -1.195  1.227  -2.711
C  -0.507  1.926  -3.632
C  -0.976  3.107  -4.172
C  0.813  1.295  -4.037
O  1.564  1.838  -4.815
O  0.997  0.131  -3.473
H  -3.928  3.175  -2.575
H  -2.945  1.062  -1.637
H  -0.383  3.653  -4.892
C  3.953  -2.423  1.786
C  3.054  -2.095  0.593
C  3.840  -1.254  -0.422
P  1.389  -1.349  0.917
C  1.555  0.046  2.154
C  1.542  -0.270  3.650
C  2.737  0.971  1.850
C  0.362  -2.616  1.825
C  -0.258  -3.652  0.883
C  1.005  -3.393  2.981
H  4.879  -2.871  1.415
H  3.505  -3.122  2.487
H  4.227  -1.519  2.332
H  2.793  -3.028  0.077
H  4.262  -0.364  0.047
H  3.239  -0.945  -1.276
H  4.656  -1.856  -0.825
H  0.643  0.613  1.949
H  2.433  -0.822  3.957
H  0.660  -0.829  3.957
H  1.538  0.675  4.203
H  3.675  0.532  2.193
H  2.603  1.917  2.380
H  2.829  1.191  0.791
H  -0.455  -1.999  2.224
H  0.513  -4.262  0.409
H  -0.858  -3.205  0.097
H  -0.898  -4.322  1.464
H  1.624  -4.198  2.582
H  0.215  -3.860  3.575
H  1.618  -2.795  3.648

Calculated values
Multiplicity: 1
E in eV: -322429.3655
Energy relative to the best compared isomer or geometry (same formula, charge and spin) in kJ/mol: 94.0
HOMO energy in eV: -2.08
HOMO-LUMO gap in eV: 5.68
Largest force on an atom in eV Å⁻¹: 0.4
Total charge: -2


What is the total charge in the second record? +1